# 1
Molecular formula: C47H27MgN11
Method: DFT, ωB97M-V with the def2-TZVPD basis set

Output
HOMO (alpha / beta): -5.8 / -5.9 eV
Total charge: 0
Total energy: -71008.7270 eV
HOMO-LUMO gap (alpha / beta): 0.17207 / 0.18100 hartree
Spin multiplicity: 1
ΔE to the lowest compared entry with this formula, charge and spin: 110.3 kcal per mole

XYZ file:
```
86
C47H27MgN11 | OMol25 | ωB97M-V with the def2-TZVPD basis set
Mg -0.3087 0.3073 -0.3425
C -2.9679 2.7418 5.3418
C -4.0746 2.7979 4.4891
C -3.9892 2.4595 3.1283
C -2.7132 2.0737 2.7174
C -2.2911 1.3628 1.5372
N -3.1998 0.8771 0.7357
C -3.1840 -0.2799 0.0956
C -4.1384 -1.3298 0.0411
C -5.3491 -1.4894 0.7227
C -6.2314 -2.4669 0.3637
C -5.8803 -3.3185 -0.7072
C -4.5784 -3.3514 -1.2344
C -3.7403 -2.2914 -0.8970
C -2.4198 -1.7381 -1.4436
N -1.7402 -2.3244 -2.4155
C -0.4387 -2.2397 -2.4798
N 0.3393 -1.4775 -1.5961
C 1.6671 -1.9128 -1.7502
N 2.7500 -1.6612 -0.9812
C 2.7537 -0.6350 -0.1041
N 0.6317 -1.2124 2.9974
C 1.2944 -0.1015 3.2407
N 0.7518 1.0987 3.3147
C -0.4676 1.3797 2.8307
N -0.9239 1.1218 1.5296
C -1.5868 1.9805 3.6141
C -1.7046 2.4260 4.9190
C 2.9320 -0.3487 3.1369
C 4.0123 -0.5132 4.2123
C 5.2071 -1.0634 3.8114
C 5.5943 -1.5733 2.5188
C 4.9534 -1.3435 1.3275
C 3.5731 -0.7982 1.1726
C 1.6761 -2.9305 -2.7299
C 2.6609 -3.8585 -3.0428
C 2.2753 -5.0518 -3.5978
C 0.9348 -5.3850 -3.8241
C -0.0284 -4.3880 -3.8603
C 0.3877 -3.1487 -3.2681
N -2.1562 -0.5669 -0.7964
H -3.1296 2.9908 6.3781
H -4.9901 3.1495 4.9191
H -4.7787 2.5552 2.3680
H -5.5277 -0.9314 1.6383
H -7.1712 -2.6761 0.8320
H -6.6591 -3.9300 -1.1410
H -4.2974 -4.1342 -1.9481
H -0.7983 2.5767 5.5467
H 3.8734 -0.0709 5.2135
H 5.9768 -1.1311 4.5900
H 6.4266 -2.2828 2.4717
H 5.3629 -1.6808 0.3911
H 3.6763 -3.6721 -2.7642
H 2.9884 -5.8212 -3.8357
H 0.7652 -6.4132 -4.1510
H -1.0027 -4.5832 -4.2652
C -0.2614 2.4226 -6.0432
C -1.3922 3.0984 -5.5085
C -1.3710 3.2022 -4.1026
C -0.1845 3.0422 -3.3740
N 0.9625 2.6696 -3.9899
C 0.8277 2.1961 -5.2290
C 0.1225 3.4178 -1.9611
C 0.0632 4.7730 -1.4356
C 0.8165 5.0886 -0.2744
C 1.5859 4.0185 0.2457
C 1.3346 2.6783 -0.1833
N 0.3385 2.3937 -1.1424
C 2.0529 1.6154 0.3985
C 2.8188 1.7599 1.5404
C 3.5137 0.6034 2.0833
C 2.8395 -1.5825 2.2338
C 1.4593 -1.9853 2.3392
N 1.8216 0.3400 -0.0997
H -0.3371 2.0919 -7.1347
H -2.2467 3.4474 -6.0758
H -2.2776 3.3407 -3.4727
H 1.6516 1.6468 -5.6015
H -0.3151 5.5966 -2.0744
H 0.9461 6.1416 0.0199
H 2.3579 4.1034 1.0670
H 2.7816 2.7805 2.0239
H 4.5621 0.8138 2.4000
H 3.3947 -2.5331 2.4372
H 1.1374 -2.9535 1.9431
```

---

# 2
Molecular formula: C47H34As2N8O7S4W
Method: DFT, ωB97M-V with the def2-TZVPD basis set

Output
HOMO (alpha / beta): -5.9 / -8.1 eV
Total charge: 0
Total energy: -242383.9605 eV
⟨S²⟩: 2.029
HOMO-LUMO gap (alpha / beta): 0.16174 / 0.25514 hartree
Spin multiplicity: 3
ΔE to the lowest compared entry with this formula, charge and spin: 25.3 kcal per mole

XYZ file:
```
103
C47H34As2N8O7S4W | OMol25 | ωB97M-V with the def2-TZVPD basis set
W 0.1411 -0.7240 0.4871
S -0.1431 -2.2933 -1.2754
C -1.8310 -2.6001 -1.4977
C -2.2579 -3.5894 -2.3776
C -3.6089 -3.7527 -2.6363
C -4.0327 -4.7504 -3.5794
N -4.3742 -5.5370 -4.3431
C -4.5517 -2.9269 -2.0033
C -4.1226 -1.9477 -1.1189
C -2.7671 -1.7868 -0.8712
S -2.2090 -0.5029 0.1784
C -5.9561 -3.0664 -2.2668
N -7.0846 -3.1460 -2.4655
H -1.5359 -4.2223 -2.8760
H -4.8478 -1.3109 -0.6302
N 3.5616 1.2954 0.5614
C 3.0787 0.9491 1.7783
N 1.8671 0.5042 2.0049
C 1.6452 0.3534 3.3547
C 2.6894 0.6450 4.1604
S 4.0256 1.1688 3.2126
C 0.3230 -0.0738 3.7876
C -0.1387 0.0347 5.0502
S -1.6381 -0.7888 5.2033
C -1.5698 -1.2162 3.5182
N -0.5240 -0.7015 2.8791
N -2.5216 -1.9797 2.9759
H 3.1092 0.8161 -0.2119
H 4.5632 1.3559 0.4725
H 2.7550 0.5612 5.2305
H 0.3400 0.5110 5.8873
H -3.1637 -2.3904 3.6367
H -2.1070 -2.6663 2.2636
O 4.0158 -1.3490 -1.1112
C 2.9654 -1.6403 -0.5772
O 1.9911 -0.7198 -0.5077
C 2.6706 -2.9963 -0.0419
C 3.2797 -4.1415 -0.5415
C 2.7658 -5.3639 -0.1409
C 1.6193 -5.5003 0.6314
C 0.9799 -4.3485 1.0781
C 1.6233 -3.1177 0.8551
O 1.1806 -2.0155 1.4725
N -0.2999 -4.3576 1.6297
O -0.7651 -5.3923 2.1741
O -1.0724 -3.3304 1.3133
N 3.4227 -6.5870 -0.6294
O 4.3796 -6.4559 -1.3695
O 2.9849 -7.6549 -0.2508
H 4.1120 -4.0846 -1.2259
H 1.2014 -6.4735 0.8391
C -1.2631 2.9837 -0.4909
C -1.3984 2.1644 -1.7590
As 0.0700 0.8962 -1.8657
C -0.3402 -0.0586 -3.4985
C 0.6705 -0.6828 -4.2227
C 0.3553 -1.4400 -5.3395
C -0.9675 -1.5795 -5.7396
C -1.9758 -0.9545 -5.0233
C -1.6645 -0.1972 -3.9017
C 1.5513 2.0420 -2.4097
C 1.3520 3.3917 -2.6952
C 2.4110 4.1902 -3.1035
C 3.6798 3.6479 -3.2434
C 3.8832 2.3026 -2.9758
C 2.8286 1.5025 -2.5578
As -0.6578 1.9467 1.0798
C -2.1412 2.3725 2.2760
C -3.0369 1.4351 2.7729
C -4.0978 1.8436 3.5740
C -4.2770 3.1829 3.8726
C -3.3957 4.1269 3.3600
C -2.3355 3.7253 2.5655
C 0.6810 3.1774 1.7722
C 1.5831 3.7762 0.8994
C 2.5472 4.6505 1.3838
C 2.6165 4.9255 2.7397
C 1.7247 4.3186 3.6152
C 0.7613 3.4455 3.1366
H -2.2182 3.4203 -0.1981
H -0.5497 3.7986 -0.6114
H -1.4252 2.7888 -2.6517
H -2.3132 1.5772 -1.7304
H 1.7040 -0.5998 -3.9132
H 1.1448 -1.9298 -5.8938
H -1.2106 -2.1769 -6.6082
H -3.0086 -1.0609 -5.3291
H -2.4671 0.2662 -3.3435
H 0.3715 3.8403 -2.6106
H 2.2383 5.2367 -3.3190
H 4.5047 4.2702 -3.5645
H 4.8662 1.8638 -3.0886
H 3.0278 0.4640 -2.3332
H -2.9422 0.3900 2.5243
H -4.7869 1.1022 3.9573
H -5.1044 3.4951 4.4959
H -3.5329 5.1776 3.5793
H -1.6516 4.4718 2.1777
H 1.5648 3.5516 -0.1628
H 3.2464 5.1078 0.6961
H 3.3665 5.6076 3.1175
H 1.7785 4.5264 4.6760
H 0.0650 2.9834 3.8258
```

---

# 3
Molecular formula: C47H35BrN5O6S2Ti
Method: DFT, ωB97M-V with the def2-TZVPD basis set

Output
HOMO: -3.3 eV
Total charge: -1
Total energy: -183874.2329 eV
HOMO-LUMO gap: 0.17082 hartree
Spin multiplicity: 1
ΔE to the lowest compared entry with this formula, charge and spin: 11.1 kcal per mole

XYZ file:
```
97
C47H35BrN5O6S2Ti | OMol25 | ωB97M-V with the def2-TZVPD basis set
Ti -1.6230 0.8310 -0.2849
O -2.3940 -0.5969 6.5773
C -3.3033 0.2643 6.0623
O -4.3554 0.4208 6.6221
C -2.9358 0.9294 4.7814
C -3.9691 1.3703 3.9576
C -3.6873 1.9159 2.7247
C -2.3680 2.0607 2.2735
C -1.3289 1.6795 3.1315
C -1.6216 1.1091 4.3618
N -2.1829 2.4848 0.9414
C -1.0857 3.3341 0.6735
C -1.1984 3.7168 -0.7779
C -1.0905 4.9954 -1.2907
C -1.2116 5.1658 -2.6606
C -1.4104 4.0587 -3.4701
C -1.4862 2.8110 -2.8796
N -1.3988 2.6518 -1.5617
H -1.6830 -0.7402 5.9397
H -4.9898 1.2502 4.2974
H -4.4885 2.2302 2.0665
H -0.2981 1.7610 2.8171
H -0.7876 0.8092 4.9877
H -0.9625 4.1947 1.3394
H -0.9177 5.8309 -0.6265
H -1.1410 6.1547 -3.0953
H -1.4856 4.1509 -4.5439
H -1.5997 1.9076 -3.4649
C -5.6894 1.4051 -2.1133
C -5.6507 0.5584 -3.2139
C -4.5139 -0.1830 -3.4668
C -3.4173 -0.0790 -2.6104
N -3.4782 0.7402 -1.5441
C -4.5712 1.4653 -1.3065
C -2.1413 -0.8049 -2.7750
C -1.9514 -1.7851 -3.7495
C -0.7481 -2.4704 -3.7958
C 0.2493 -2.1976 -2.8654
C 0.0590 -1.2167 -1.9009
C -1.1294 -0.4883 -1.8589
H -6.5586 2.0055 -1.8865
H -6.5045 0.4823 -3.8755
H -4.4662 -0.8372 -4.3247
H -4.5171 2.1123 -0.4383
H -2.7312 -2.0361 -4.4589
H -0.5931 -3.2349 -4.5470
H 1.1775 -2.7569 -2.8886
H 0.8332 -1.0332 -1.1625
O -0.0049 1.3371 0.3506
O 0.2149 2.6531 0.7885
S 4.5029 -1.6087 -3.3007
C 3.3659 -0.2344 -3.3270
C 3.0967 0.4833 -2.1745
C 2.1535 1.5005 -2.2465
N 1.4743 1.8047 -3.3551
C 1.7414 1.0949 -4.4488
C 2.6845 0.0802 -4.4951
C 5.9175 -0.8254 -2.5436
C 5.9790 -0.6376 -1.1709
C 7.1101 -0.0270 -0.6451
N 8.1468 0.3753 -1.3787
C 8.0729 0.1779 -2.6931
C 6.9886 -0.4113 -3.3237
H 3.5471 0.2452 -1.2098
H 1.9177 2.0686 -1.3542
H 1.1753 1.3499 -5.3398
H 2.8760 -0.4611 -5.4125
H 5.1708 -0.9394 -0.5185
H 7.1765 0.1413 0.4236
H 8.9246 0.5114 -3.2774
H 6.9746 -0.5441 -4.3973
S 3.5860 0.0821 1.3406
C 4.3471 -1.4201 1.7882
C 5.4050 -1.4780 2.7164
C 6.0202 -2.6727 3.0532
C 5.6103 -3.8743 2.4842
C 4.5627 -3.8464 1.5711
C 3.9450 -2.6521 1.2340
H 5.7375 -0.5495 3.1650
H 6.8341 -2.6664 3.7711
H 6.0932 -4.8074 2.7479
H 4.2189 -4.7688 1.1144
H 3.1222 -2.6484 0.5274
Br -5.2458 -3.9510 5.9732
C -4.2315 -3.1662 4.5774
C -2.8817 -3.4662 4.4714
C -2.1456 -2.8828 3.4536
C -2.7537 -2.0099 2.5572
C -4.1070 -1.7258 2.6777
C -4.8562 -2.3057 3.6909
C -1.8941 -1.3441 1.5284
O -0.7229 -1.6047 1.3920
O -2.5281 -0.4417 0.7867
H -2.4165 -4.1369 5.1800
H -1.0872 -3.0815 3.3424
H -4.5640 -1.0319 1.9862
H -5.9079 -2.0817 3.8025
```

---

# 4
Molecular formula: C47H35ClN4O3P2RhS2
Method: DFT, ωB97M-V with the def2-TZVPD basis set

Output
HOMO (alpha / beta): -8.3 / -10.5 eV
Total charge: +1
Total energy: -117182.9495 eV
⟨S²⟩: 6.058
HOMO-LUMO gap (alpha / beta): 0.21060 / 0.18210 hartree
Spin multiplicity: 5

XYZ file:
```
95
C47H35ClN4O3P2RhS2 | OMol25 | ωB97M-V with the def2-TZVPD basis set
Rh -0.0100 0.8233 0.9341
Cl -5.1243 0.2737 6.0789
C -3.7670 0.1708 5.0497
C -2.8566 -0.8814 5.2236
C -1.8001 -0.9795 4.3590
C -1.6051 -0.0654 3.2869
O -0.6342 -0.2930 2.4862
C -2.5255 1.0612 3.1577
C -2.4209 2.0720 2.1762
N -1.5336 2.1214 1.1703
C -1.6284 3.0281 0.1503
C -2.6895 3.9057 -0.0751
C -2.6404 4.8176 -1.1278
C -1.5564 4.8854 -1.9661
C -0.4775 3.9936 -1.7934
C 0.6638 3.9945 -2.6168
C 1.6548 3.0840 -2.3873
C 1.5120 2.1591 -1.3481
N 0.4536 2.1132 -0.5609
C -0.5310 3.0463 -0.7482
C -3.5919 1.1280 4.0501
H -2.9950 -1.5904 6.0262
H -1.0887 -1.7890 4.4566
H -3.1340 2.8839 2.2566
H -3.5608 3.8825 0.5633
H -3.4706 5.4938 -1.2806
H -1.5107 5.6163 -2.7615
H 0.7521 4.7271 -3.4085
H 2.5631 3.0706 -2.9654
H 2.2856 1.4361 -1.1833
H -4.3170 1.9251 3.9574
N -0.7877 -1.6815 -0.4999
P -1.8287 -0.3395 -0.7999
C -2.7134 -0.9810 -2.2853
C -2.8803 -0.2054 -3.4250
C -3.5350 -0.7337 -4.5307
C -4.0135 -2.0330 -4.4986
C -3.8527 -2.8073 -3.3561
C -3.2194 -2.2810 -2.2439
C -3.2309 -0.5663 0.3450
C -4.2717 0.3435 0.1484
C -5.4520 0.2126 0.8580
C -5.5908 -0.8283 1.7695
C -4.5497 -1.7168 1.9829
C -3.3579 -1.5848 1.2787
P 0.7814 -1.1727 -0.0934
C 1.4309 -2.7379 0.5444
C 1.3372 -3.0175 1.9048
C 1.6803 -4.2781 2.3666
C 2.1107 -5.2524 1.4772
C 2.2112 -4.9685 0.1221
C 1.8672 -3.7123 -0.3516
C 1.6564 -0.9343 -1.6657
C 3.0515 -0.8499 -1.6428
C 3.7374 -0.4177 -2.7653
C 3.0384 -0.0713 -3.9144
C 1.6572 -0.1920 -3.9555
C 0.9652 -0.6067 -2.8279
H -0.8763 -2.5133 -1.0738
H -2.4978 0.8091 -3.4394
H -3.6642 -0.1299 -5.4188
H -4.5284 -2.4409 -5.3577
H -4.2247 -3.8229 -3.3291
H -3.1339 -2.8666 -1.3361
H -4.1538 1.1315 -0.5900
H -6.2647 0.9075 0.6921
H -6.5260 -0.9486 2.3005
H -4.6689 -2.5286 2.6888
H -2.5457 -2.2844 1.4370
H 0.9859 -2.2429 2.5758
H 1.6099 -4.5064 3.4217
H 2.3537 -6.2431 1.8367
H 2.5536 -5.7261 -0.5697
H 1.9296 -3.4878 -1.4088
H 3.5853 -1.1196 -0.7370
H 4.8144 -0.3197 -2.7378
H 3.5715 0.2988 -4.7797
H 1.1123 0.0606 -4.8554
H -0.1138 -0.6804 -2.8587
O 5.0502 3.0574 -1.1580
S 5.0825 3.0791 0.2772
O 5.5400 4.2559 0.9359
N 3.5578 2.6644 0.8608
C 3.6002 1.5137 1.4362
S 2.2249 0.7994 2.2111
C 4.9079 0.8186 1.4529
C 5.2286 -0.4340 1.9518
C 6.5361 -0.8818 1.8069
C 7.5039 -0.0956 1.1920
C 7.1842 1.1674 0.7008
C 5.8847 1.5921 0.8476
H 4.4804 -1.0431 2.4417
H 6.8055 -1.8627 2.1746
H 8.5141 -0.4682 1.0902
H 7.9241 1.7900 0.2160
```

---

# 5
Molecular formula: C47H35INO2P2RhSTe
Method: DFT, ωB97M-V with the def2-TZVPD basis set

Output
HOMO (alpha / beta): -7.2 / -7.1 eV
Total charge: 0
Total energy: -102704.8972 eV
HOMO-LUMO gap (alpha / beta): 0.20716 / 0.19569 hartree
Spin multiplicity: 1

XYZ file:
```
91
C47H35INO2P2RhSTe | OMol25 | ωB97M-V with the def2-TZVPD basis set
Rh 0.9562 -0.9262 -0.9551
Te -0.6544 3.5008 -1.1379
C -1.4649 4.4106 0.6207
C -0.9772 4.0947 1.8824
C -1.4867 4.7688 2.9791
N -2.4130 5.7082 2.8913
C -2.8660 6.0180 1.6887
C -2.4291 5.4046 0.5259
C 0.0893 1.8645 -0.0257
P 1.7040 1.2723 -0.5429
C 2.0635 2.0971 -2.1277
C 3.1885 2.8777 -2.3710
C 3.4719 3.2811 -3.6653
C 2.6622 2.8922 -4.7188
C 1.5302 2.1262 -4.4806
C 1.2316 1.7376 -3.1922
C 2.7816 2.1710 0.6312
C 2.6066 3.5389 0.8191
C 3.3879 4.2119 1.7394
C 4.3468 3.5231 2.4671
C 4.5172 2.1597 2.2863
C 3.7308 1.4797 1.3715
P -0.9381 0.3929 0.1887
C -0.7537 -0.2020 1.8914
C 0.4932 -0.2454 2.5083
C 0.6523 -0.9310 3.6978
C -0.4301 -1.5718 4.2806
C -1.6751 -1.5264 3.6730
C -1.8343 -0.8661 2.4710
C -2.6037 1.1297 0.2044
C -3.0835 1.8209 1.3124
C -4.2644 2.5331 1.2159
C -4.9737 2.5510 0.0252
C -4.5176 1.8293 -1.0681
C -3.3313 1.1234 -0.9812
H -0.2208 3.3298 1.9996
H -1.1276 4.5497 3.9775
H -3.6175 6.7974 1.6525
H -2.8320 5.6812 -0.4361
H 3.8460 3.1604 -1.5604
H 4.3441 3.8903 -3.8527
H 2.9145 3.1775 -5.7283
H 0.8960 1.8122 -5.2959
H 0.3673 1.1081 -3.0066
H 1.8606 4.0745 0.2390
H 3.2485 5.2739 1.8924
H 4.9660 4.0520 3.1775
H 5.2606 1.6273 2.8613
H 3.8470 0.4119 1.2259
H 1.3370 0.2556 2.0483
H 1.6263 -0.9716 4.1632
H -0.3061 -2.1165 5.2033
H -2.5201 -2.0252 4.1236
H -2.7951 -0.8647 1.9736
H -2.5259 1.8114 2.2386
H -4.6242 3.0885 2.0707
H -5.8842 3.1271 -0.0482
H -5.0844 1.8218 -1.9875
H -2.9570 0.5622 -1.8289
I 3.0517 -1.3807 -2.7759
C 3.5652 -3.1067 -1.5970
C 4.7213 -3.7588 -1.9290
C 5.0897 -4.9103 -1.2268
C 4.2729 -5.3973 -0.2461
C 3.0805 -4.7311 0.1039
C 2.2518 -5.2397 1.1250
C 1.1355 -4.5569 1.5133
C 0.8055 -3.3384 0.9032
C 1.5521 -2.8043 -0.1275
C 2.7097 -3.5184 -0.5556
H 5.3478 -3.3854 -2.7245
H 6.0113 -5.4129 -1.4746
H 4.5321 -6.2995 0.2901
H 2.5329 -6.1757 1.5910
H 0.4965 -4.9381 2.2961
H -0.0672 -2.8316 1.2889
O -5.3495 -6.0348 -1.9887
C -4.7640 -5.2561 -1.0532
O -4.9928 -5.4439 0.1136
C -3.8338 -4.2095 -1.5363
C -3.0332 -3.5920 -0.5717
C -2.1093 -2.6442 -0.9298
C -1.9346 -2.2984 -2.2694
S -0.7083 -1.1987 -2.7820
C -2.7565 -2.8831 -3.2348
C -3.6955 -3.8221 -2.8735
H -5.0695 -5.7992 -2.8846
H -3.1492 -3.8992 0.4564
H -1.4817 -2.1801 -0.1842
H -2.6211 -2.6067 -4.2697
H -4.3240 -4.2353 -3.6563
```

---

- Which formula does entry 2 have?
  C47H34As2N8O7S4W